DFT (wB97M-V/def2-TZVPD) results for a single C5H6FNO molecule in a non-equilibrium geometry.

```
14
Properties=species:S:1:pos:R:3:forces:R:3:mulliken_charge:R:1
H -2.87601 1.70189 0.75671 0.5362 -0.8799 -0.2405 0.30
H 2.29116 -1.61210 1.09472 0.3348 -0.8375 0.5002 0.29
N -0.24917 1.21915 0.13784 -4.4811 2.1044 -0.4234 -0.42
C -0.96389 -1.01887 0.35303 3.9588 -0.2271 -0.7261 -0.03
H 2.91323 -1.47525 -0.62436 0.8661 -1.0385 -0.4881 0.29
F -1.59288 -2.11450 -0.03520 0.0436 0.7355 -0.0819 -0.19
O 0.96837 0.84118 -0.00138 2.9546 -2.7371 0.4603 -0.01
C -1.24604 0.29073 0.09301 1.7019 0.4485 1.4604 0.65
H 3.12599 -0.10930 0.53941 0.5072 -0.7683 0.1049 0.27
C 1.23315 -0.41557 -0.16974 -3.3550 -1.5420 0.5333 0.14
H -3.40338 -0.00460 0.14962 1.1300 1.0327 0.6926 0.28
C 2.56012 -1.01444 0.25596 -1.7151 3.4974 -0.2882 -0.90
H -2.72573 1.11145 -0.91043 -0.4136 0.8139 -0.5262 0.27
C -2.61843 0.82526 0.12228 -2.0684 -0.6020 -0.9772 -0.94
```
Positions in Å, forces in eV/Å.

DFT total energy: -11529.611 eV
2S+1: 1
Energy relative to the best compared isomer or geometry (same formula, charge and spin): 197.1 kcal/mol
Orbital gap: 8.3 eV